{
  "formula": "C24H28ClN3O",
  "method": "ωB97M-V with the def2-TZVPD basis set",
  "lumo_ev": 0.49,
  "gap_ev": 8.361,
  "max_force_ev_per_a": 0.70,
  "e_homo_ev": -7.9,
  "e_tot_ev": -44384.48628,
  "elements": ["C", "H", "H", "H", "C", "N", "H", "C", "C", "C", "C", "C", "C", "C", "O", "H", "C", "C", "C", "C", "H", "H", "H", "H", "H", "H", "H", "H", "N", "C", "C", "C", "N", "C", "C", "C", "C", "C", "C", "H", "H", "Cl", "H", "H", "H", "H", "H", "H", "H", "C", "H", "H", "H", "C", "H", "H", "H"],
  "xyz": [[-4.7464, -1.1418, 1.6708], [-4.9921, -1.5051, 2.6656], [-3.6814, -0.9296, 1.6353], [-5.2883, -0.2168, 1.4941], [-5.1352, -2.1968, 0.6309], [-4.9363, -1.6622, -0.7275], [-5.5154, -2.2000, -1.3649], [-3.5778, -1.6110, -1.2727], [-2.7400, -0.5066, -0.6771], [-1.4125, -0.7255, -0.3532], [-0.6234, 0.3014, 0.1399], [-1.1508, 1.5840, 0.3146], [-2.4777, 1.8184, -0.0222], [-3.2741, 0.7716, -0.5022], [-4.5721, 1.0313, -0.7880], [-5.0175, 0.1623, -0.9016], [-3.1062, 3.1775, 0.1113], [-2.0633, 4.2836, 0.1938], [-1.0348, 3.9230, 1.2567], [-0.2578, 2.6859, 0.8205], [0.4375, 2.9556, 0.0175], [0.3484, 2.3243, 1.6554], [-0.3428, 4.7507, 1.4216], [-1.5482, 3.7212, 2.1994], [-1.5637, 4.3952, -0.7706], [-2.5475, 5.2305, 0.4361], [-3.7276, 3.1849, 1.0125], [-3.7764, 3.3370, -0.7353], [0.7289, 0.0262, 0.4633], [1.7225, -0.0556, -0.4614], [1.4622, 0.0520, -1.8214], [2.5165, -0.0216, -2.7271], [3.7720, -0.1874, -2.3976], [4.0624, -0.3190, -1.0901], [5.4157, -0.5132, -0.7419], [5.7706, -0.6659, 0.5681], [4.8108, -0.6426, 1.5885], [3.4940, -0.4485, 1.2710], [3.0789, -0.2724, -0.0621], [2.7683, -0.4512, 2.0719], [5.1177, -0.7820, 2.6133], [7.4291, -0.9066, 0.9950], [6.1449, -0.5396, -1.5351], [2.3200, 0.0746, -3.7880], [0.4538, 0.2116, -2.1688], [1.0027, 0.1836, 1.4206], [-0.9742, -1.7033, -0.4903], [-3.0398, -2.5629, -1.1766], [-3.6877, -1.4101, -2.3469], [-6.6346, -2.4893, 0.7566], [-6.9268, -3.2984, 0.0886], [-6.8783, -2.7820, 1.7743], [-7.2132, -1.6042, 0.5028], [-4.3449, -3.4856, 0.8995], [-4.5137, -4.2149, 0.1086], [-4.6669, -3.9233, 1.8405], [-3.2796, -3.2808, 0.9701]],
  "atomic_forces_ev_per_a": [[-0.04, -0.15, -0.12], [-0.01, -0.04, 0.14], [0.07, 0.02, 0.07], [-0.07, 0.12, 0.01], [-0.14, -0.09, 0.43], [-0.18, -0.10, -0.32], [0.06, 0.05, 0.03], [0.15, 0.00, -0.09], [-0.07, -0.06, -0.19], [-0.05, 0.26, 0.12], [-0.32, -0.08, -0.07], [0.17, -0.29, -0.12], [-0.36, -0.07, -0.06], [0.35, -0.05, 0.07], [0.05, 0.18, -0.09], [-0.08, -0.08, 0.10], [0.02, 0.13, -0.13], [-0.13, -0.07, 0.29], [0.12, 0.05, -0.24], [-0.03, 0.17, 0.12], [0.07, -0.02, 0.07], [0.04, 0.01, -0.08], [0.00, -0.02, 0.08], [-0.02, 0.03, 0.08], [0.02, 0.06, -0.08], [0.01, 0.04, -0.07], [-0.09, 0.07, -0.02], [-0.04, 0.01, 0.09], [0.15, -0.04, 0.59], [0.06, 0.03, -0.58], [-0.15, 0.01, 0.47], [0.25, 0.00, 0.04], [0.21, -0.02, -0.67], [-0.36, 0.03, 0.55], [0.14, -0.04, 0.28], [-0.13, 0.04, -0.39], [-0.25, 0.03, 0.18], [0.08, -0.01, 0.12], [0.25, 0.01, -0.39], [-0.02, -0.01, 0.09], [0.03, -0.01, 0.07], [0.19, -0.03, 0.05], [0.07, 0.00, -0.07], [-0.10, 0.02, -0.08], [-0.07, 0.01, -0.05], [-0.01, -0.05, -0.15], [0.05, -0.15, 0.02], [-0.04, 0.07, -0.03], [-0.01, -0.08, 0.11], [0.29, 0.09, -0.06], [-0.06, -0.11, -0.08], [-0.03, -0.05, 0.08], [-0.07, 0.11, -0.01], [-0.12, 0.28, -0.18], [0.00, -0.11, -0.07], [-0.01, -0.05, 0.12], [0.15, -0.04, 0.00]],
  "lowdin_charge": [-0.030, 0.087, 0.078, 0.087, -0.610, -0.036, 0.122, -0.143, -0.161, 0.022, -0.219, -0.096, -0.088, -0.237, 0.052, 0.077, -0.133, -0.193, -0.195, -0.131, 0.131, 0.113, 0.110, 0.118, 0.120, 0.110, 0.129, 0.119, 0.088, -0.192, -0.001, -0.146, 0.087, -0.233, -0.036, -0.672, -0.109, -0.024, -0.086, 0.105, 0.102, 0.671, 0.113, 0.106, 0.106, 0.125, 0.129, 0.111, 0.138, -0.045, 0.082, 0.084, 0.086, -0.042, 0.086, 0.085, 0.076]
}